The following is a DFT calculation (ωB97M-V/def2-TZVPD) of a structure of composition C45H62BN9O4Pt.

Strongest force on any atom, eV Å⁻¹: 0.85
Energy relative to the best compared isomer or geometry (same formula, charge and spin), eV: 3.207
Kohn-Sham gap, eV: 4.94
DFT total energy, Ha: -2689.9771
LUMO energy, hartree: 0.016

Each line ends with the Löwdin charge.
Atoms and positions in Å:
Pt -0.00968 -0.41665 0.38477  0.550
C -1.06104 -2.10657 4.75381  -0.063
N -2.15828 -1.31153 4.25821  -0.166
C -3.11667 -0.89385 5.26349  -0.073
C -1.95938 -0.51885 3.12121  -0.389
N -0.81883 -0.09694 2.69989  0.085
C 0.18678 0.30996 3.56609  -0.230
C -0.15681 1.14426 4.61966  -0.053
C 0.80891 1.72602 5.45367  -0.096
C 2.13301 1.50609 5.22191  -0.066
C 2.54560 0.67868 4.14809  -0.164
C 3.93397 0.52599 3.89590  -0.061
C 4.36482 -0.23797 2.85449  -0.089
C 3.44079 -0.93934 2.06643  -0.057
C 2.08194 -0.86427 2.29686  -0.244
N 1.23280 -1.68878 1.52634  -0.008
C 1.53806 -2.94330 1.36387  -0.366
N 2.25965 -3.69462 2.28768  -0.161
C 2.31585 -3.36385 3.69824  -0.044
C 3.39654 -4.46557 1.82228  -0.070
N 1.10583 -3.65987 0.27876  -0.148
C 0.99978 -3.03961 -1.03329  -0.084
C 0.91830 -5.09489 0.32888  -0.076
C 1.58143 0.02424 3.32151  -0.039
N -3.10884 -0.24895 2.42945  -0.135
C -3.08169 0.79986 1.42852  -0.055
C -4.20709 -1.19593 2.34275  -0.058
H -1.46466 -2.98237 5.27002  0.092
H -0.40820 -1.56172 5.44582  0.092
H -0.47437 -2.44294 3.90293  0.068
H -2.59971 -0.48584 6.14136  0.086
H -3.73381 -1.73608 5.59451  0.085
H -3.77065 -0.12361 4.85938  0.087
H -1.20553 1.37831 4.76554  0.109
H 0.49437 2.37141 6.26611  0.099
H 2.89202 1.97821 5.83492  0.103
H 4.63796 1.05261 4.53002  0.103
H 5.42343 -0.31485 2.63246  0.101
H 3.78806 -1.55092 1.24198  0.116
H 1.43381 -2.80887 3.99099  0.062
H 3.19532 -2.76513 3.95312  0.090
H 2.34862 -4.29568 4.27148  0.094
H 3.44623 -4.44989 0.73557  0.087
H 3.33710 -5.50689 2.15597  0.088
H 4.32424 -4.03277 2.21335  0.090
H 1.97975 -2.95592 -1.52176  0.090
H 0.57322 -2.00935 -0.89453  -0.002
H 0.32795 -3.63328 -1.65696  0.077
H 1.70102 -5.63652 -0.21435  0.085
H -0.04166 -5.34019 -0.13295  0.076
H 0.90834 -5.43930 1.35959  0.088
H -2.86773 1.76065 1.89635  0.080
H -4.06089 0.84783 0.95115  0.087
H -2.31000 0.60571 0.67714  0.030
H -5.15397 -0.71660 2.60761  0.087
H -4.03418 -2.02713 3.01938  0.083
H -4.28925 -1.59236 1.32560  0.069
C 0.35455 6.39436 3.50508  -0.050
C 0.78305 6.11866 2.08678  -0.230
C 1.79989 6.87422 1.51550  -0.059
C 2.20172 6.64037 0.20868  -0.082
C 1.58162 5.65701 -0.53794  -0.037
C 0.54389 4.90881 0.01257  -0.182
N -0.09317 3.88183 -0.73400  0.110
C -0.19031 3.85694 -2.10553  -0.170
C -0.36642 5.06009 -2.81598  -0.026
C -0.37531 5.08628 -4.18831  -0.073
C -0.19016 3.91087 -4.91567  -0.085
C -0.06261 2.72196 -4.23694  -0.013
C -0.11100 2.65082 -2.84172  -0.030
C -0.06697 1.36165 -2.11465  -0.385
O 0.47075 0.28183 -2.66543  0.257
O -0.49247 1.27707 -0.97817  -0.068
C 0.14558 5.12558 1.33506  -0.157
C -0.94545 4.28638 1.94608  -0.025
H 1.02649 7.11235 3.97305  0.073
H 0.34999 5.48636 4.11123  0.080
H -0.65462 6.81317 3.53601  0.083
H 2.28872 7.64159 2.10398  0.104
H 3.01304 7.21347 -0.22254  0.101
H 1.90965 5.45219 -1.54917  0.113
H -0.18632 2.97959 -0.29030  0.109
H -0.48599 5.97639 -2.25415  0.120
H -0.52357 6.02706 -4.70336  0.107
H -0.16058 3.92926 -5.99699  0.101
H 0.04556 1.81277 -4.80707  0.102
H -1.60498 3.88671 1.17722  0.071
H -1.54888 4.86658 2.64341  0.075
H -0.52013 3.44061 2.49678  0.090
C 1.81216 -3.00198 -5.57184  -0.008
C 1.26560 -1.58488 -5.61565  -0.441
C 1.99694 -0.80041 -6.69851  -0.008
O 1.57825 -0.95965 -4.35693  0.186
B 0.44693 -0.38131 -3.86329  -0.794
O -0.68063 -0.65587 -4.58604  0.162
C -0.31855 -1.48775 -5.70907  -0.439
C -1.03050 -2.81877 -5.52166  -0.008
C -0.83864 -0.81422 -6.96745  -0.009
H 2.88741 -2.94850 -5.40010  0.096
H 1.63884 -3.51624 -6.51938  0.096
H 1.37037 -3.58253 -4.76337  0.085
H 3.06914 -0.87040 -6.51389  0.096
H 1.72416 0.25560 -6.67483  0.091
H 1.78588 -1.20291 -7.69010  0.094
H -0.79312 -3.25343 -4.55020  0.091
H -0.76089 -3.52450 -6.30747  0.093
H -2.10765 -2.64928 -5.55990  0.091
H -0.41161 0.17823 -7.10765  0.085
H -1.92040 -0.70223 -6.87979  0.095
H -0.62366 -1.42018 -7.84915  0.097
C -3.27148 -0.77181 -2.13474  0.009
C -3.03570 -1.95842 -1.26657  -0.396
N -2.18821 -2.03063 -0.27262  0.080
C -2.32517 -3.29471 0.25787  -0.162
C -3.26779 -3.99747 -0.42784  -0.104
N -3.72178 -3.13267 -1.40109  0.088
H -2.55790 0.00092 -1.86032  0.063
H -4.28152 -0.37717 -2.00058  0.082
H -3.13711 -1.01327 -3.19240  0.073
H -1.72582 -3.60478 1.10084  0.100
H -3.66532 -4.99144 -0.30915  0.102
H -4.41040 -3.34045 -2.10194  0.147